(1)
Here is a structure of composition C42H42F9MgN2OPS3Sb2 from the Open Molecules 2025 dataset. Energies are from ωB97M-V with the def2-TZVPD basis set.

Output
**E_LUMO**: -1.198 eV
**HOMO level**: -4.86 eV
**Kohn-Sham gap**: 3.66 eV

```
! RIJCOSX wB97M-V def2-TZVPD def2/J DEFGRID3
* xyz 0 1
Mg 1.6147 -2.1813 2.5358
C 2.0349 0.2159 6.0415
C 2.4112 -0.1975 4.6452
O 1.5037 -0.6572 3.8649
N 3.6604 0.0351 4.2671
C 4.2465 -0.3820 2.9673
C 4.7628 -1.7713 2.8968
C 6.0999 -2.1014 2.6258
C 6.4585 -3.4189 2.3795
C 5.4615 -4.4146 2.5603
C 4.1791 -4.0644 2.8260
N 3.7553 -2.7232 2.8436
H 1.2626 1.0075 6.0279
H 2.9559 0.6404 6.4812
H 1.5877 -0.7037 6.4572
H 4.2379 0.3602 5.0319
H 5.0695 0.3328 2.8346
H 3.4112 -0.2925 2.2294
H 6.8473 -1.3498 2.7973
H 7.5025 -3.5866 1.9554
H 5.6223 -5.4918 2.5678
H 3.4062 -4.8405 2.9881
C -2.3609 -1.7778 -2.9552
Sb -2.6003 -2.4147 -0.9488
C -2.2593 -0.5784 0.2959
C -4.7821 -2.6493 -1.0017
C -5.2135 -4.0054 -1.4826
C -5.4874 -4.1615 -2.9061
C -5.7810 -5.4402 -3.3836
C -5.7890 -6.5701 -2.5808
C -5.5559 -6.4383 -1.2312
C -5.3290 -5.1780 -0.6151
C -5.1376 -5.1577 0.8390
Sb -2.7905 -5.2019 1.1399
C -1.9659 -7.2371 1.3745
C -2.8964 -4.5309 3.2183
H -2.8468 -0.7587 -3.0278
H -2.8886 -2.3551 -3.7003
H -1.3039 -1.7014 -3.1172
H -2.8868 -0.7615 1.1847
H -2.5645 0.2756 -0.3383
H -1.2128 -0.4580 0.6194
H -5.0671 -1.8129 -1.6594
H -5.1350 -2.3885 0.0623
H -5.4154 -3.3833 -3.6624
H -5.9899 -5.5503 -4.4844
H -6.0090 -7.5227 -3.0503
H -5.5455 -7.2549 -0.5245
H -5.5504 -6.0532 1.3450
H -5.4361 -4.1809 1.3537
H -1.5801 -7.3716 2.4369
H -1.2287 -7.2598 0.5742
H -2.7854 -7.9189 1.1547
H -2.3138 -5.2141 3.7253
H -3.8648 -4.4765 3.6290
H -2.4582 -3.5327 3.2383
S -0.6451 -4.2649 -0.7530
C 0.4036 -3.7046 0.4395
S 0.5221 -4.3976 2.0364
S 1.4087 -2.3602 0.1102
F -0.9492 5.2222 -7.3583
C -0.0635 4.2363 -7.1267
F -0.4569 3.1344 -7.8753
F 1.1756 4.6450 -7.6870
C 0.1044 3.7883 -5.7046
C -0.1123 4.7818 -4.6929
C 0.1482 4.4422 -3.3555
C 0.3460 3.1341 -3.0203
C 0.3958 2.0992 -3.9833
C 0.1607 2.4570 -5.3476
P 0.7461 2.6981 -1.3213
C -0.4543 3.6692 -0.4155
C -0.0524 4.0604 0.8640
C -0.8104 4.9731 1.6006
C -1.9012 5.6567 0.9873
C -2.1893 5.3126 -0.3459
C -1.6083 4.2301 -0.9510
C -2.5779 6.8032 1.5981
F -1.8225 7.8758 2.0307
F -3.2974 6.4644 2.8075
F -3.5443 7.3019 0.7191
C 2.3040 3.5127 -0.9346
C 2.4948 4.8703 -0.9033
C 3.6771 5.4525 -0.4078
C 4.7818 4.6309 -0.0913
C 4.6570 3.2267 -0.1684
C 3.4334 2.7246 -0.6284
C 6.0096 5.1709 0.6061
F 6.0399 4.7616 1.9495
F 6.2434 6.5481 0.5548
F 7.1202 4.5910 -0.0030
H -0.4470 5.7722 -4.8318
H 0.0271 5.2388 -2.6238
H 0.6314 1.1161 -3.5972
H 0.1990 1.7035 -6.1472
H 0.8902 3.7293 1.2035
H -0.4648 5.0769 2.6364
H -2.9403 5.9824 -0.9117
H -1.9792 3.8752 -1.9337
H 1.7013 5.5919 -1.2363
H 3.8698 6.5676 -0.5074
H 5.4648 2.5210 0.0505
H 3.3000 1.6830 -0.6764
*
```

Here are the Löwdin charges for atoms 1 to 99, given in e: Mg 0.4074; C 0.0339; C -0.4641; O -0.0778; N 0.1028; C -0.0813; C -0.2395; C -0.0255; C -0.0232; C -0.0504; C -0.0863; N 0.0528; H 0.1102; H 0.0892; H 0.1123; H 0.1478; H 0.1354; H 0.1334; H 0.1101; H 0.1408; H 0.1177; H 0.1078; C -0.3333; Sb 1.2327; C -0.2762; C -0.3584; C -0.2616; C -0.0545; C -0.1334; C -0.1173; C -0.0718; C -0.3307; C -0.2995; Sb 1.2766; C -0.3267; C -0.3402; H 0.0164; H -0.0072; H -0.0216; H -0.0094; H -0.0159; H -0.0304; H 0.0447; H 0.0696; H 0.0970; H 0.1085; H 0.0961; H 0.0994; H 0.0491; H 0.0649; H 0.0179; H -0.0278; H -0.0273; H -0.0569; H -0.0265; H -0.0198; S 0.2749; C -1.8115; S 0.3769; S 0.3666; F 0.1460; C -0.4770; F 0.0848; F 0.0753; C -0.1118; C 0.0313; C -0.1072; C -0.3973; C -0.0308; C 0.0084; P 1.0938; C -0.3739; C -0.0935; C 0.0188; C -0.1210; C -0.0103; C -0.0928; C -0.4282; F 0.1054; F 0.0441; F 0.0710; C -0.3815; C -0.0811; C 0.0074; C -0.1239; C -0.0021; C -0.0687; C -0.4399; F 0.0839; F 0.0955; F 0.0842; H 0.1066; H 0.1006; H 0.0949; H 0.1290; H 0.0891; H 0.1278; H 0.1565; H 0.1277

=====

(2)
Here is a structure of composition C42H42IrO3P2 from the Open Molecules 2025 dataset. Energies are from ωB97M-V with the def2-TZVPD basis set.

Output
**E_LUMO (alpha / beta)**: -5.680 / -7.536 eV
**HOMO level (alpha / beta)**: -12.27 / -13.83 eV
**Kohn-Sham gap (alpha / beta)**: 6.59 / 6.30 eV

```
! RIJCOSX wB97M-V def2-TZVPD def2/J DEFGRID3
* xyz 2 6
Ir -0.2506 -0.1306 0.9258
C -2.1380 -0.1826 3.7047
C -2.5120 -0.2432 2.3791
C -3.2812 0.8408 1.5839
C -2.4516 1.7795 0.7345
C -0.9594 1.8145 1.0645
C -0.4313 1.8919 2.4010
C -1.2182 2.2642 3.6519
C -1.7904 1.0529 4.4707
C 1.4304 -0.8198 1.8384
H -1.9101 -1.0905 4.2805
H -2.8363 -1.2273 1.9954
H -4.0035 1.4140 2.2109
H -3.9627 0.3003 0.8711
H -2.5709 1.5040 -0.3420
H -2.8427 2.8000 0.8019
H -0.3277 2.2728 0.2690
H 0.6770 2.0809 2.4607
H -2.0450 3.0014 3.4823
H -0.4776 2.8539 4.2638
H -0.9848 0.7917 5.1950
H -2.6454 1.4281 5.1095
H 1.3535 -1.6087 2.6224
H 1.9329 0.0812 2.2283
H 2.0232 -1.2146 0.9701
P -0.3885 -1.5306 -3.0316
P 1.1090 0.6421 -2.9726
C -1.3363 -0.1122 -3.5644
C -0.5025 0.9801 -3.6768
C -0.5908 -2.6670 -4.5143
C -1.5908 -2.5009 -5.5053
C -1.8407 -3.5071 -6.4555
C -1.0164 -4.6265 -6.5550
C 0.0665 -4.7468 -5.6695
C 0.2691 -3.7957 -4.6534
C -1.2754 -2.3640 -1.6715
C -0.7995 -2.2070 -0.3347
C -1.3920 -2.8922 0.7079
C -2.5309 -3.6905 0.4565
C -3.0131 -3.8224 -0.8639
C -2.4332 -3.1122 -1.9162
C 2.0906 0.8372 -4.6104
C 1.8534 -0.1244 -5.6045
C 2.3875 0.0398 -6.8763
C 3.2181 1.1189 -7.1826
C 3.4707 2.0610 -6.1843
C 2.8816 1.9470 -4.9234
C 1.5933 2.2186 -2.1827
C 2.9037 2.3478 -1.6799
C 3.3251 3.5486 -1.1143
C 2.4269 4.6226 -1.0172
C 1.1378 4.5049 -1.5382
C 0.7156 3.3084 -2.1260
H -2.4103 -0.1530 -3.7542
H -0.6973 1.9046 -4.2244
H -2.1905 -1.5955 -5.5218
H -2.6969 -3.4183 -7.1321
H -1.1909 -5.4042 -7.2950
H 0.7622 -5.5967 -5.7449
H 1.0945 -3.9111 -3.9395
H 0.1209 -1.5302 -0.1348
H -1.0235 -2.6958 1.7223
H -3.0474 -4.1774 1.2880
H -3.8562 -4.4821 -1.0492
H -2.8609 -3.1400 -2.9388
H 1.2272 -0.9983 -5.4005
H 2.1575 -0.6676 -7.6634
H 3.6607 1.2439 -8.1706
H 4.1097 2.9081 -6.3813
H 3.0241 2.7346 -4.1846
H 3.5911 1.5023 -1.7653
H 4.3507 3.6286 -0.7516
H 2.7705 5.5575 -0.5636
H 0.4531 5.3522 -1.4895
H -0.2967 3.2411 -2.5381
O 1.1768 2.2134 6.5857
C 1.0135 1.2684 7.4147
C 0.8049 1.3979 8.8435
C 0.5919 0.2959 9.6684
C 0.6740 -1.0121 9.1491
C 0.8505 -1.1511 7.7523
C 1.0803 -0.0919 6.9003
C 1.1802 -0.4446 5.4551
O 0.7629 -1.5449 5.0574
O 1.9034 0.4249 4.6922
H 1.8634 1.3792 5.0812
H 0.7706 2.4196 9.2656
H 0.3150 0.4780 10.7238
H 0.6108 -1.9130 9.8024
H 0.8334 -2.1546 7.3276
*
```

Quick look at the Löwdin charges, all values in e: Ir 1.1972; C -0.0379; C -0.1563; C -0.1837; C -0.2294; C -0.3633; C -0.0922; C -0.1359; C -0.1419; C -0.2645; H 0.1244; H 0.0846; H 0.1318; H 0.1253; H 0.1088; H 0.1225; H 0.0940; H 0.1203; H 0.1356; H 0.1261; H 0.0939; H 0.1538; H 0.0241; H -0.0089; H 0.0125; P 1.0371; P 1.0458; C -0.2825; C -0.2896; C -0.3550; C -0.0874; C -0.0592; C -0.0510; C -0.0563; C -0.0864; C -0.3398; C -0.2134; C -0.1138; C -0.0272; C -0.0340; C -0.0613; C -0.3013; C -0.0981; C -0.0623; C -0.0460; C -0.0531; C -0.0738; C -0.4101; C -0.1092; C -0.0542; C -0.0493; C -0.0618; C -0.1042; H 0.0931; H 0.1026; H 0.0938; H 0.1192; H 0.1186; H 0.1209; H 0.1105; H 0.0015; H 0.1035; H 0.1234; H 0.1201; H 0.1240; H 0.0763; H 0.1129; H 0.1201; H 0.1125; H 0.0993; H 0.1192; H 0.1196; H 0.1206; H 0.1175; H 0.0990; O 0.0406; C -0.3235; C 0.0491; C -0.0434; C 0.0028; C 0.0094; C -0.0628; C -0.4421; O 0.0625; O 0.0673; H 0.1371; H 0.1369; H 0.1282; H 0.1367; H 0.1293

=====

(3)
Here is a structure of composition C42H42N4OP2Sn from the Open Molecules 2025 dataset. Energies are from ωB97M-V with the def2-TZVPD basis set.

Output
**E_LUMO**: -7.732 eV
**HOMO level**: -12.30 eV
**Kohn-Sham gap**: 4.57 eV

```
! RIJCOSX wB97M-V def2-TZVPD def2/J DEFGRID3
* xyz 2 1
Sn -1.5993 1.5101 0.2281
N -1.1280 3.7884 0.5485
C -1.2200 4.4816 -0.7657
C -2.6721 4.7104 -1.1927
C -3.5058 3.4690 -1.4591
N -3.5830 2.5753 -0.2573
H -1.7243 4.2371 1.2989
H -0.1393 3.7980 0.8892
H -0.7137 3.8511 -1.4966
H -0.6754 5.4472 -0.6965
H -2.6671 5.3392 -2.0893
H -3.1614 5.3106 -0.3857
H -3.0662 2.9385 -2.3016
H -4.5280 3.8400 -1.7529
H -4.1584 1.7151 -0.3462
H -3.9804 3.0959 0.5456
O 2.6123 -1.4276 -0.8206
C 3.7709 -0.6767 -0.5551
C 5.0116 -0.9919 -1.0953
C 6.1643 -0.3815 -0.5627
C 6.0525 0.6142 0.4022
C 4.7878 1.0298 0.8295
C 3.6232 0.4145 0.3289
P 2.0190 1.1872 0.4443
C 2.2071 2.3537 -0.9076
C 3.0077 3.5172 -0.9385
C 2.9750 4.3563 -2.0601
C 2.1589 4.0271 -3.1651
C 1.4485 2.8222 -3.1814
C 1.5222 2.0050 -2.0812
C 2.1799 2.2110 1.9205
C 1.9960 3.6108 1.9984
C 1.9050 4.2398 3.2528
C 2.0104 3.5082 4.4189
C 2.2528 2.1290 4.3529
C 2.3383 1.4936 3.1395
C 2.5317 -2.6890 -0.1909
C 3.6749 -3.4515 0.0670
C 3.5245 -4.7077 0.6128
C 2.2473 -5.3057 0.7793
C 1.1226 -4.5406 0.4461
C 1.2419 -3.2418 -0.0548
P -0.2749 -2.2707 -0.2028
C -1.4113 -2.8351 1.0896
C -1.2355 -2.2823 2.3647
C -2.0578 -2.5675 3.4294
C -3.0496 -3.5065 3.2845
C -3.2346 -4.1061 2.0415
C -2.4858 -3.7379 0.9338
C -1.0270 -2.8895 -1.7299
C -1.5252 -1.9158 -2.6189
C -2.0452 -2.2622 -3.8475
C -2.1391 -3.6107 -4.1739
C -1.7966 -4.5914 -3.2537
C -1.1833 -4.2330 -2.0522
H 5.0709 -1.7421 -1.8711
H 7.1427 -0.7738 -0.8621
H 6.9152 1.1730 0.8328
H 4.7060 1.7627 1.6218
H 3.7191 3.7613 -0.1387
H 3.6429 5.2313 -2.1140
H 2.1845 4.5676 -4.1036
H 0.8493 2.5309 -4.0403
H 1.0592 1.0283 -2.1423
H 2.0372 4.2519 1.1039
H 1.7766 5.3087 3.2468
H 1.9505 4.0030 5.4023
H 2.3269 1.5269 5.2690
H 2.5802 0.4286 3.1099
H 4.6481 -3.0123 -0.1487
H 4.4318 -5.2352 0.9484
H 2.1417 -6.3183 1.1844
H 0.1333 -4.9333 0.6465
H -0.4116 -1.6084 2.5472
H -1.8743 -2.0974 4.3910
H -3.6598 -3.8317 4.1565
H -4.0273 -4.8725 1.9227
H -2.7496 -4.1159 -0.0326
H -1.4612 -0.8540 -2.3273
H -2.3615 -1.5207 -4.6016
H -2.4760 -3.8954 -5.1810
H -1.9300 -5.6518 -3.4558
H -0.8036 -4.9853 -1.3500
N -5.8071 -1.8579 -0.3537
C -5.8980 -1.6635 1.0239
C -5.0008 -0.6628 1.3102
N -4.3886 -0.2286 0.1650
C -4.8784 -1.0180 -0.7997
H -6.3222 -2.5400 -0.9023
H -6.4416 -2.2866 1.7150
H -4.7021 -0.2729 2.2367
H -4.5206 -1.0000 -1.8208
*
```

Quick look at the Löwdin charges, all values in e: Sn 1.3603; N -0.1272; C -0.2358; C -0.1862; C -0.2242; N -0.1461; H 0.1370; H 0.0594; H 0.0916; H 0.1452; H 0.1352; H 0.1344; H 0.1190; H 0.1485; H 0.0338; H 0.1218; O -0.0595; C -0.2664; C -0.0158; C -0.0404; C -0.0614; C -0.0680; C -0.2861; P 1.0193; C -0.3830; C -0.0832; C -0.0476; C -0.0601; C -0.0947; C -0.1530; C -0.4008; C -0.1276; C -0.0814; C -0.0698; C -0.0706; C -0.1090; C -0.2164; C -0.0085; C -0.0505; C -0.0450; C -0.0945; C -0.2871; P 1.0533; C -0.3808; C -0.1287; C -0.0985; C -0.0863; C -0.0842; C -0.0832; C -0.3809; C -0.1408; C -0.0996; C -0.0780; C -0.0592; C -0.0875; H 0.1313; H 0.1219; H 0.1268; H 0.1055; H 0.1178; H 0.1213; H 0.1099; H 0.1131; H 0.0886; H 0.0875; H 0.1056; H 0.1217; H 0.1220; H 0.1154; H 0.1044; H 0.1215; H 0.1139; H 0.0952; H 0.0915; H 0.1112; H 0.1254; H 0.1210; H 0.0881; H 0.0615; H 0.1140; H 0.1188; H 0.1150; H 0.1065; N 0.0902; C -0.0567; C -0.1520; N -0.0218; C -0.1944; H 0.1734; H 0.1214; H 0.0888; H 0.1238

=====

(4)
Here is a structure of composition C42H43BrCsFN11O5S2 from the Open Molecules 2025 dataset. Energies are from ωB97M-V with the def2-TZVPD basis set.

Output
**E_LUMO**: -3.209 eV
**HOMO level**: -8.65 eV
**Kohn-Sham gap**: 5.44 eV

```
! RIJCOSX wB97M-V def2-TZVPD def2/J DEFGRID3
* xyz 1 1
Cs 0.6258 0.0818 -1.8693
C -0.5442 3.5105 -6.6058
C -0.2926 2.4726 -5.5452
N 0.0682 2.7603 -4.3516
N 0.1594 4.0928 -4.0652
C 0.6230 4.5574 -2.8729
N 0.5402 5.9110 -2.7718
S 1.2259 3.6419 -1.6317
C -0.4765 1.0280 -5.8665
C -1.2581 0.6425 -6.9477
C -1.4466 -0.7109 -7.1995
C -0.8498 -1.6299 -6.3625
C -0.0897 -1.1479 -5.3039
N 0.1044 0.1395 -5.0528
H 0.2734 4.2354 -6.6105
H -1.4827 4.0473 -6.4376
H -0.5861 3.0736 -7.5972
H -0.2449 4.7586 -4.7079
H 0.4311 6.4912 -3.5874
H 0.9993 6.3164 -1.9755
H -1.7381 1.3742 -7.5805
H -2.0553 -1.0301 -8.0348
H -0.9612 -2.6954 -6.5061
H 0.3872 -1.8440 -4.6199
C 0.6859 -0.9589 6.8446
C 1.6801 -0.1309 6.0444
N 1.1880 0.2101 4.7102
C 1.5545 -0.5757 3.6528
C 1.1474 -0.4128 2.3752
C 1.6705 -1.3671 1.3039
O 1.4120 -2.5811 1.4934
O 2.2881 -0.8499 0.3579
C 0.1887 0.6212 2.0593
O -0.3249 0.8034 0.9594
C -0.2144 1.4572 3.2158
C -1.1269 2.4900 2.9899
C -1.5346 3.2663 4.0332
F -2.4302 4.2693 3.8331
C -1.0647 3.0589 5.3339
C -0.1601 2.0469 5.5634
C 0.2844 1.2304 4.5077
N -1.5175 3.8675 6.4334
C -1.1498 5.2724 6.3242
C -1.4032 5.9650 7.6468
N -2.8571 5.7998 8.0109
C -3.2522 4.3455 8.0622
C -2.9350 3.7114 6.7239
H 1.0905 -1.1870 7.8306
H 0.4820 -1.9007 6.3346
H -0.2613 -0.4344 6.9756
H 2.6059 -0.6859 5.9060
H 1.9496 0.7881 6.5658
H 2.2290 -1.3866 3.8997
H -1.4941 2.6471 1.9837
H 0.1818 1.9017 6.5776
H -1.6967 5.7889 5.5211
H -0.0863 5.3491 6.1010
H -1.1935 7.0317 7.5996
H -0.8306 5.5070 8.4512
H -3.4306 6.2719 7.3075
H -3.0516 6.2523 8.9041
H -4.3129 4.2986 8.3003
H -2.6690 3.8958 8.8636
H -3.5778 4.1510 5.9453
H -3.1766 2.6508 6.7836
C 3.9540 1.0334 -3.4541
O 3.5605 -0.2596 -3.0175
C 3.2791 -1.1958 -3.9700
C 3.4734 -1.0149 -5.3270
C 3.1286 -2.0477 -6.1890
Br 3.3319 -1.7770 -8.0538
C 2.6107 -3.2357 -5.7275
C 2.3945 -3.4089 -4.3571
C 2.7317 -2.3866 -3.4774
O 2.4300 -2.4989 -2.1542
C 1.7469 -4.6565 -3.9187
N 1.6400 -5.7137 -4.6830
C 0.9097 -6.6176 -3.9340
C 0.4984 -7.9147 -4.2455
C -0.2473 -8.5959 -3.3064
C -0.5873 -8.0112 -2.0731
C -0.1849 -6.7331 -1.7447
C 0.5714 -6.0548 -2.6963
N 1.1366 -4.8025 -2.7061
H 4.8625 0.9882 -4.0574
H 4.1458 1.6087 -2.5532
H 3.1480 1.5047 -4.0252
H 3.8534 -0.0843 -5.7197
H 2.3385 -4.0393 -6.3961
H 2.9762 -1.9164 -1.6067
H 0.7598 -8.3599 -5.1963
H -0.5827 -9.6027 -3.5186
H -1.1789 -8.5798 -1.3673
H -0.4463 -6.2751 -0.7998
H 1.0213 -4.0825 -2.0084
S -1.4215 -2.8115 -1.6747
C -2.0318 -2.6334 -0.1259
N -1.2133 -2.7620 0.9605
C -1.6338 -2.6381 2.2307
C -2.9463 -2.3893 2.4797
C -3.7661 -2.2579 1.3384
N -3.3543 -2.3632 0.1031
H -0.1933 -2.8804 0.8360
H -0.8507 -2.7474 2.9689
H -3.3385 -2.2973 3.4799
H -4.8246 -2.0450 1.4617
*
```

Here are the Löwdin charges for atoms 1 to 99, given in e: Cs 0.9891; C -0.0269; C -0.2505; N 0.0991; N -0.0364; C -0.9057; N 0.0725; S 0.5794; C -0.2289; C -0.0135; C -0.0408; C -0.0236; C -0.1348; N 0.0755; H 0.0876; H 0.0990; H 0.0747; H 0.1204; H 0.1004; H 0.0840; H 0.1050; H 0.1145; H 0.1191; H 0.0920; C -0.0614; C -0.1922; N -0.0424; C 0.0287; C -0.0365; C -0.6576; O -0.0331; O -0.1103; C -0.3212; O -0.0463; C -0.0348; C 0.0934; C -0.1965; F 0.0561; C -0.1816; C 0.0711; C -0.1238; N -0.0982; C -0.1462; C -0.0848; N 0.0604; C -0.0846; C -0.1478; H 0.0814; H 0.0820; H 0.0668; H 0.1236; H 0.1147; H 0.1517; H 0.1440; H 0.1151; H 0.1327; H 0.1492; H 0.1395; H 0.1413; H 0.1842; H 0.1835; H 0.1395; H 0.1412; H 0.1336; H 0.1485; C -0.0642; O -0.1558; C -0.2385; C -0.0623; C -0.6800; Br 0.7449; C -0.0790; C -0.0787; C -0.2171; O -0.0103; C -0.2600; N 0.1743; C -0.2271; C -0.0214; C -0.1012; C -0.0994; C -0.0218; C -0.1921; N 0.1684; H 0.0992; H 0.0968; H 0.0917; H 0.1027; H 0.1112; H 0.0884; H 0.1082; H 0.0959; H 0.0965; H 0.1045; H 0.0897; S 0.5875; C -0.8362; N 0.0803; C -0.0630

=====

Max |F|? In order: 4.060 3.312 1.626 0.390 eV Å⁻¹.